Record 1
C6H14AgF2N2O2 | the ωB97M-V functional and the def2-TZVPD basis

Geometry as XYZ:
```
27
Properties=species:S:1:pos:R:3
Ag 1.70 -0.05 -0.41
F 2.70 -0.42 -2.54
F 3.06 2.16 -0.99
C -0.06 2.57 -0.12
O -0.11 1.40 -0.48
N -0.07 3.01 1.15
C 0.00 4.43 1.41
C -0.02 2.19 2.34
H 0.00 3.43 -0.80
H -0.24 5.06 0.55
H 0.97 4.83 1.72
H -0.70 4.78 2.17
H -0.09 1.13 2.07
H 0.91 2.34 2.89
H -0.79 2.52 3.03
C -0.38 -2.46 0.30
O 0.61 -1.80 0.52
N -0.55 -3.22 -0.80
C -1.75 -4.03 -0.91
C 0.37 -3.16 -1.92
H -1.35 -2.42 0.81
H -2.23 -3.80 -1.86
H -2.47 -4.14 -0.11
H -1.35 -5.02 -1.16
H -0.04 -2.59 -2.76
H 1.29 -2.60 -1.76
H 0.59 -4.13 -2.34
```

Output
LUMO = 2.68 eV
HOMO-LUMO gap = 0.22551 Ha
total energy = -22957.38350 eV
E_HOMO = -3.5 eV
relative energy (zero: lowest compared OMol25 entry of this formula, charge and spin) = 149.13 kJ/mol
charge = -1

These are the Mulliken partial charges, in e, on atoms 1 to 6:
1. Ag 0.709
2. F -0.837
3. F -0.872
4. C 0.344
5. O -0.692
6. N 0.148

Record 2
C3H5N3OS | the ωB97M-V functional and the def2-TZVPD basis

Geometry as XYZ:
```
13
Properties=species:S:1:pos:R:3
C 2.12 -0.82 -0.11
C 0.09 0.50 -0.16
C -2.22 0.12 -0.14
H 3.19 -0.54 0.51
H 2.38 -1.48 -1.08
H 1.64 -1.54 0.60
H -0.38 2.36 0.78
H -0.96 -1.31 -0.11
N 1.35 0.42 -0.06
N -0.51 1.73 -0.09
N -0.91 -0.38 0.06
O -2.01 1.43 -0.17
S -3.78 -0.48 -0.03
```

Output
LUMO = 0.26 eV
HOMO-LUMO gap = 0.35155 Ha
total energy = -20541.43472 eV
E_HOMO = -9.3 eV
relative energy (zero: lowest compared OMol25 entry of this formula, charge and spin) = 407.60 kJ/mol
SMILES = C/N=c1/[nH]oc(=S)[nH]1
charge = 0

These are the Mulliken partial charges, in e, on atoms 1 to 6:
1. C -0.723
2. C 0.484
3. C 0.285
4. H 0.251
5. H 0.232
6. H 0.288